Entry 1:
Here is a molecular structure, C20H21F2N2ReSSi from the OMol25 dataset. Energies are from ωB97M-V/def2-TZVPD.

Expectation value of S²: 3.862
Net charge: +1
E, a.u.: -1849.6340
HOMO (alpha / beta), Eh: -0.4124 / -0.4327
F_max, eV/A: 2.31
Kohn-Sham gap (alpha / beta), eV: 5.5 / 6.7
Spin multiplicity: 4

Atoms and positions in Å:
1 Re -0.932 0.085 0.039
2 F 2.371 4.459 0.250
3 C 1.108 4.034 0.185
4 C 0.872 2.672 0.150
5 C -0.417 2.152 0.087
6 C -1.475 3.096 0.051
7 C -1.197 4.456 0.085
8 F -2.192 5.355 0.050
9 C 0.087 4.956 0.154
10 C -2.813 2.523 -0.022
11 C -4.013 3.223 -0.035
12 C -5.210 2.532 -0.094
13 C -5.191 1.147 -0.141
14 C -3.972 0.507 -0.129
15 N -2.799 1.168 -0.071
16 H 1.718 2.013 0.174
17 H 0.273 6.021 0.179
18 H -4.016 4.299 0.004
19 H -6.150 3.068 -0.105
20 H -6.095 0.559 -0.186
21 H -3.943 -0.569 -0.170
22 S -2.078 -1.999 -0.011
23 C -1.083 -3.454 0.079
24 C -1.766 -4.669 0.028
25 C -1.022 -5.833 0.096
26 C 0.358 -5.758 0.209
27 C 0.942 -4.503 0.249
28 N 0.235 -3.377 0.188
29 H -2.843 -4.684 -0.064
30 H -1.520 -6.793 0.063
31 H 0.965 -6.649 0.268
32 H 2.015 -4.377 0.337
33 C 3.814 -1.903 -0.224
34 Si 2.931 -0.242 -0.109
35 C 3.401 0.738 -1.649
36 C 3.446 0.526 1.534
37 C 1.011 -0.549 -0.126
38 H 4.889 -1.710 -0.244
39 H 3.564 -2.450 -1.134
40 H 3.614 -2.543 0.638
41 H 4.471 0.607 -1.822
42 H 3.211 1.808 -1.567
43 H 2.876 0.372 -2.533
44 H 4.523 0.384 1.649
45 H 2.958 0.036 2.379
46 H 3.249 1.595 1.610
47 H 0.904 -1.206 0.771
48 H 0.919 -1.123 -1.067

***

Entry 2:
Here is C25H46BrNO5S2 in the gas phase from the OMol25 dataset. Energies are from ωB97M-V/def2-TZVPD.

Net charge: 0
SMILES string: CCCCCCCCCC[C@]1(CCCCCCCCOC)OS(=O)(=O)O[C@@]1(N=C=S)[C@H](Br)CC
E, a.u.: -4781.2529
HOMO, Eh: -0.3468
F_max, eV/A: 4.89
Kohn-Sham gap, eV: 9.2

Atoms and positions in Å:
1 C -6.215 -2.492 -0.549
2 C -5.346 -3.823 -0.675
3 C -4.827 -4.116 -2.168
4 C -3.625 -3.162 -2.599
5 C -2.181 -3.665 -2.059
6 C -1.351 -2.339 -1.725
7 C 0.229 -2.536 -1.695
8 C 1.030 -1.254 -1.152
9 C 0.583 0.112 -1.886
10 C 1.415 1.368 -1.282
11 C 0.458 2.446 -0.570
12 C 1.374 3.069 0.622
13 C 1.612 2.053 1.829
14 C 1.027 2.518 3.235
15 C 1.628 1.553 4.391
16 C 0.881 0.115 4.392
17 C 1.932 -1.116 4.294
18 C 2.331 -1.250 2.753
19 C 3.177 -2.553 2.385
20 O 3.211 -3.554 3.425
21 C 3.828 -4.725 2.796
22 O -0.665 1.905 0.229
23 S -1.645 3.194 0.629
24 O -3.038 2.740 0.372
25 O -1.375 3.977 1.861
26 O -1.116 4.240 -0.611
27 C -0.315 3.468 -1.532
28 N -1.322 2.591 -2.231
29 C -2.312 3.238 -2.700
30 S -3.762 4.027 -2.881
31 C 0.451 4.188 -2.731
32 Br 0.717 2.996 -4.333
33 C 1.819 4.922 -2.332
34 C 3.095 4.498 -3.236
35 H -7.236 -2.549 -1.045
36 H -5.692 -1.560 -0.955
37 H -6.381 -2.301 0.564
38 H -6.022 -4.706 -0.398
39 H -4.487 -3.723 0.074
40 H -4.468 -5.189 -2.297
41 H -5.728 -3.898 -2.846
42 H -3.597 -2.915 -3.713
43 H -3.794 -2.156 -2.070
44 H -2.402 -4.178 -1.065
45 H -1.658 -4.339 -2.810
46 H -1.576 -1.603 -2.578
47 H -1.703 -1.809 -0.772
48 H 0.434 -3.443 -1.019
49 H 0.683 -2.784 -2.711
50 H 0.904 -1.096 -0.024
51 H 2.145 -1.445 -1.310
52 H 0.756 0.064 -3.004
53 H -0.522 0.231 -1.665
54 H 2.077 1.859 -2.078
55 H 2.151 0.896 -0.544
56 H 2.394 3.256 0.126
57 H 1.016 4.107 0.943
58 H 2.752 1.983 1.967
59 H 1.295 0.986 1.555
60 H -0.093 2.274 3.218
61 H 1.159 3.617 3.467
62 H 1.383 2.013 5.409
63 H 2.741 1.413 4.218
64 H 0.164 0.006 3.506
65 H 0.234 -0.031 5.323
66 H 1.406 -2.096 4.572
67 H 2.829 -0.951 4.966
68 H 2.976 -0.344 2.491
69 H 1.356 -1.189 2.154
70 H 2.699 -2.991 1.434
71 H 4.225 -2.225 2.078
72 H 4.670 -5.147 3.425
73 H 4.303 -4.421 1.797
74 H 3.059 -5.525 2.542
75 H -0.251 5.008 -3.117
76 H 1.690 6.042 -2.542
77 H 2.108 4.842 -1.242
78 H 3.362 3.404 -3.140
79 H 2.976 4.842 -4.321
80 H 3.958 5.138 -2.827

***

Entry 3:
Here is 4 unconnected molecules or ions with the total composition C7H15NO3 from the OMol25 dataset. Energies are from ωB97M-V/def2-TZVPD.

Net charge: 0
SMILES string: C/C=C/c1cc[nH]c1.O.O.O
E, a.u.: -556.1380
HOMO, Eh: -0.2911
F_max, eV/A: 3.50
Kohn-Sham gap, eV: 8.4
ΔE to the lowest compared entry with this formula, charge and spin, eV: 1.570

Atoms and positions in Å:
1 C -2.976 1.093 0.021
2 C -1.631 0.642 0.395
3 C -0.872 -0.040 -0.508
4 C 0.451 -0.510 -0.127
5 C 1.253 -0.062 0.891
6 C 2.388 -0.855 0.996
7 N 2.325 -1.731 -0.087
8 C 1.155 -1.504 -0.769
9 H -3.197 1.721 -0.892
10 H -3.641 0.254 0.215
11 H -3.341 1.764 0.787
12 H -1.338 0.607 1.430
13 H -1.261 0.036 -1.498
14 H 1.066 0.660 1.643
15 H 3.352 -0.844 1.451
16 H 3.130 -2.292 -0.250
17 H 0.896 -2.087 -1.670
18 O 0.508 2.944 0.564
19 H -0.017 3.793 0.428
20 H 1.355 3.409 0.522
21 O 0.910 1.476 -2.456
22 H 0.779 1.712 -1.510
23 H 0.768 0.507 -2.425
24 O -0.683 -3.930 0.764
25 H -1.089 -3.107 0.473
26 H -0.288 -3.655 1.614

***

Entry 4:
Here is a molecular structure, C31H32BBaF5IN7S2Se from the OMol25 dataset. Energies are from ωB97M-V/def2-TZVPD.

Net charge: -2
E, a.u.: -5629.1189
HOMO, Eh: -0.0560
F_max, eV/A: 11.14
Kohn-Sham gap, eV: 5.3
ΔE to the lowest compared entry with this formula, charge and spin, eV: 6.305

Atoms and positions in Å:
1 Ba 0.224 -0.313 -0.350
2 C -1.965 -1.393 -4.667
3 C -2.817 -0.581 -3.687
4 C -4.123 -0.136 -4.336
5 C -2.031 0.594 -3.178
6 C -2.134 1.957 -3.532
7 C -1.174 2.591 -2.774
8 N -0.552 1.655 -2.017
9 N -1.086 0.430 -2.268
10 B 0.665 1.949 -1.108
11 N 0.299 2.026 0.405
12 C 0.707 3.068 1.175
13 C 0.273 2.851 2.456
14 C -0.422 1.617 2.401
15 N -0.418 1.150 1.157
16 C -0.993 0.810 3.532
17 C 0.063 -0.153 4.085
18 C -1.521 1.722 4.637
19 N 1.905 1.082 -1.520
20 C 3.093 1.679 -1.793
21 C 3.998 0.703 -2.113
22 C 3.278 -0.514 -2.007
23 N 2.015 -0.264 -1.685
24 C 3.849 -1.905 -2.068
25 C 5.029 -2.001 -1.095
26 C 2.814 -2.967 -1.740
27 H -2.513 -2.286 -4.993
28 H -1.048 -1.731 -4.185
29 H -1.720 -0.788 -5.550
30 H -3.028 -1.219 -2.826
31 H -3.926 0.441 -5.250
32 H -4.723 0.483 -3.657
33 H -4.723 -1.009 -4.609
34 H -2.809 2.416 -4.238
35 H -0.888 3.628 -2.714
36 H 0.983 3.063 -1.386
37 H 1.293 3.868 0.753
38 H 0.464 3.469 3.318
39 H -1.807 0.206 3.128
40 H 0.963 0.393 4.386
41 H 0.345 -0.894 3.341
42 H -0.344 -0.684 4.953
43 H -0.707 2.294 5.096
44 H -1.991 1.123 5.420
45 H -2.262 2.431 4.257
46 H 3.212 2.744 -1.680
47 H 5.041 0.838 -2.350
48 H 4.229 -2.068 -3.082
49 H 4.677 -1.809 -0.076
50 H 5.814 -1.275 -1.321
51 H 5.462 -3.005 -1.134
52 H 2.419 -2.822 -0.732
53 H 3.268 -3.963 -1.779
54 H 1.961 -2.950 -2.413
55 S -1.926 -2.476 2.177
56 C -3.198 -1.795 1.297
57 N -3.158 -0.781 0.458
58 C -4.404 -0.428 -0.010
59 C -4.656 0.663 -0.847
60 C -5.959 0.943 -1.239
61 C -7.027 0.149 -0.810
62 C -6.789 -0.942 0.025
63 C -5.488 -1.216 0.424
64 S -4.869 -2.436 1.487
65 H -3.821 1.274 -1.179
66 H -6.149 1.792 -1.887
67 H -8.039 0.386 -1.117
68 H -7.611 -1.571 0.358
69 I -0.899 -3.081 -1.370
70 F 6.614 -1.323 5.606
71 C 5.724 -0.966 4.660
72 C 5.726 0.305 4.134
73 F 6.635 1.197 4.586
74 C 4.809 0.663 3.154
75 F 4.897 1.930 2.708
76 C 3.843 -0.210 2.633
77 Se 2.599 0.287 1.275
78 C 3.892 -1.490 3.205
79 F 3.041 -2.443 2.800
80 C 4.799 -1.866 4.188
81 F 4.793 -3.117 4.690

***

Entry 5:
Here is 2 unconnected molecules or ions with the total composition C3HF3N2O2 from the OMol25 dataset. Energies are from ωB97M-V/def2-TZVPD.

Net charge: 0
E, a.u.: -674.4371
HOMO, Eh: -0.3603
F_max, eV/A: 4.66
Kohn-Sham gap, eV: 10.2
ΔE to the lowest compared entry with this formula, charge and spin, eV: 0.160

Atoms and positions in Å:
1 C 0.052 0.629 -1.899
2 C 3.248 -1.153 0.131
3 C 1.071 0.881 -2.908
4 N -0.484 0.494 0.353
5 N -0.128 0.395 -0.766
6 O 4.266 -0.679 0.299
7 O 2.244 -1.631 -0.042
8 F 1.759 -0.308 -3.179
9 F 2.013 1.859 -2.671
10 F 0.418 1.310 -4.026
11 H -0.636 -0.411 0.828

***

Entry 6:
Here is 4 unconnected molecules or ions with the total composition C38H68FIN6O12 from the OMol25 dataset. Energies are from ωB97M-V/def2-TZVPD.

Net charge: 0
SMILES string: COCCCCCc1c(CC(=O)N(C)C)c(I)cc2c1C(=O)N(C(=O)NC(=O)F)C2=O.COCCNCCOC.COCCNCCOC.COCCNCCOC
E, a.u.: -3116.8688
HOMO, Eh: -0.3135
F_max, eV/A: 9.98
Kohn-Sham gap, eV: 6.3

Atoms and positions in Å:
1 C -7.763 -4.068 -1.048
2 O -8.285 -3.069 -2.009
3 C -7.658 -1.789 -1.643
4 C -6.583 -1.311 -2.833
5 C -5.803 0.002 -2.213
6 C -4.263 -0.458 -1.890
7 C -3.987 -0.750 -0.267
8 C -2.383 -1.182 -0.182
9 C -1.844 -2.720 0.076
10 C -2.973 -3.903 0.313
11 C -3.718 -3.752 1.803
12 O -4.590 -4.709 2.211
13 N -3.308 -2.546 2.620
14 C -2.177 -2.840 3.580
15 C -4.480 -1.855 3.281
16 C -0.209 -2.954 0.077
17 I 0.494 -5.053 0.359
18 C 0.909 -1.731 -0.117
19 C 0.326 -0.218 -0.357
20 C -1.295 0.030 -0.372
21 C -1.459 1.644 -0.609
22 O -2.675 2.194 -0.654
23 N -0.066 2.264 -0.693
24 C -0.162 3.060 -1.987
25 O 0.519 2.702 -3.111
26 N -1.043 4.315 -2.161
27 C -1.074 5.145 -0.896
28 O -2.014 5.078 0.064
29 F 0.017 6.168 -0.732
30 C 1.056 1.228 -0.609
31 O 2.384 1.364 -0.667
32 H -6.617 -4.256 -1.284
33 H -7.867 -3.735 0.071
34 H -8.369 -5.069 -1.210
35 H -8.426 -0.887 -1.549
36 H -7.022 -1.857 -0.644
37 H -5.894 -2.232 -3.047
38 H -7.176 -1.072 -3.815
39 H -6.312 0.373 -1.206
40 H -5.762 0.866 -3.013
41 H -3.556 0.383 -2.318
42 H -3.945 -1.470 -2.431
43 H -4.198 0.212 0.384
44 H -4.640 -1.679 0.054
45 H -3.820 -3.713 -0.485
46 H -2.572 -4.991 0.133
47 H -2.277 -2.327 4.628
48 H -1.938 -4.003 3.683
49 H -1.195 -2.379 3.081
50 H -4.131 -0.820 3.756
51 H -5.052 -2.494 4.077
52 H -5.223 -1.548 2.399
53 H 2.068 -1.890 -0.125
54 H -2.036 4.025 -2.405
55 C 6.908 1.289 2.201
56 O 5.974 0.381 1.636
57 C 5.227 0.953 0.554
58 C 5.578 0.243 -0.764
59 N 6.941 0.574 -1.191
60 C 7.420 -0.250 -2.307
61 C 7.617 -1.755 -2.034
62 O 8.668 -2.039 -1.109
63 C 8.267 -2.033 0.255
64 H 7.362 0.812 3.075
65 H 7.702 1.522 1.486
66 H 6.412 2.209 2.525
67 H 5.372 2.037 0.477
68 H 4.168 0.777 0.774
69 H 4.871 0.554 -1.540
70 H 5.468 -0.834 -0.604
71 H 7.573 0.444 -0.402
72 H 8.388 0.168 -2.610
73 H 6.744 -0.123 -3.160
74 H 7.924 -2.215 -2.981
75 H 6.688 -2.258 -1.745
76 H 7.230 -2.354 0.389
77 H 8.419 -1.041 0.684
78 H 8.915 -2.725 0.801
79 C -11.386 3.250 -7.728
80 O -10.224 3.839 -7.159
81 C -10.529 4.758 -6.102
82 C -9.997 4.220 -4.764
83 N -10.771 3.056 -4.322
84 C -10.171 2.354 -3.181
85 C -8.816 1.658 -3.419
86 O -8.887 0.552 -4.321
87 C -8.739 0.901 -5.691
88 H -11.076 2.644 -8.584
89 H -11.881 2.597 -7.005
90 H -12.081 4.019 -8.079
91 H -11.600 4.986 -6.045
92 H -10.004 5.692 -6.335
93 H -10.063 5.007 -4.006
94 H -8.943 3.959 -4.903
95 H -10.849 2.400 -5.097
96 H -10.893 1.589 -2.872
97 H -10.076 3.052 -2.342
98 H -8.499 1.236 -2.458
99 H -8.026 2.358 -3.712
100 H -8.088 1.767 -5.836
101 H -9.719 1.081 -6.138
102 H -8.297 0.047 -6.212
103 C 8.529 -1.397 4.208
104 O 8.819 -0.117 4.752
105 C 8.425 0.005 6.126
106 C 9.666 0.175 7.018
107 N 10.440 -1.068 7.083
108 C 11.752 -0.908 7.720
109 C 12.784 -0.026 6.989
110 O 13.229 -0.572 5.746
111 C 12.420 -0.229 4.629
112 H 8.767 -1.375 3.141
113 H 9.146 -2.165 4.682
114 H 7.469 -1.639 4.324
115 H 7.806 -0.837 6.457
116 H 7.816 0.913 6.200
117 H 9.348 0.457 8.027
118 H 10.267 0.990 6.603
119 H 10.583 -1.416 6.136
120 H 12.176 -1.914 7.817
121 H 11.610 -0.528 8.738
122 H 13.674 0.022 7.627
123 H 12.447 1.009 6.868
124 H 11.957 0.756 4.733
125 H 11.657 -0.994 4.471
126 H 13.056 -0.218 3.740